Density functional theory data (ωB97M-V with the def2-TZVPD basis set) for a molecular structure, C54H42Br2IN5O4Ti.

Values from the calculation:
* total charge: 0
* E_LUMO (spin up / spin down): -1.15 / -1.07 eV
* Kohn-Sham gap (spin up / spin down): 4.124 / 4.955 eV
* total energy: -243617.5769 eV
* multiplicity: 3
* strongest force on any atom: 2.20 eV Å⁻¹

The geometry in XYZ format:
```
109
Properties=species:S:1:pos:R:3:forces:R:3
Ti 0.532 -0.317 0.523 -0.2 -0.2 -0.3
C -8.006 -0.972 -4.757 -0.8 0.2 0.9
O -7.884 -1.054 -3.318 0.4 0.2 -0.7
C -6.637 -0.858 -2.791 0.1 -0.1 -0.1
C -5.484 -0.638 -3.559 -1.0 0.0 0.1
C -4.293 -0.437 -2.899 2.0 0.3 0.0
C -4.113 -0.606 -1.520 -0.4 0.2 0.6
C -5.302 -0.816 -0.780 0.3 0.4 0.1
C -6.533 -0.886 -1.392 -0.2 -0.3 -0.5
C -2.758 -0.524 -0.858 0.7 0.9 0.9
C -1.938 0.631 -1.049 0.1 -0.7 -0.3
C -2.439 1.867 -1.495 0.3 1.0 -0.4
C -1.430 2.808 -1.398 -0.8 0.2 0.0
C -0.250 2.171 -0.961 1.4 0.4 0.9
N -0.571 0.801 -0.693 -0.7 0.3 0.0
C 1.043 2.805 -0.787 -1.4 -1.7 0.1
C 2.180 1.920 -0.721 1.1 0.4 0.2
C 3.514 2.152 -1.155 -1.3 0.5 0.7
C 4.179 0.928 -1.151 -0.4 -0.6 -0.2
C 3.260 -0.060 -0.802 0.1 1.2 0.0
C 3.308 -1.456 -1.129 -0.7 -1.0 0.7
C 3.636 -1.831 -2.547 0.5 0.2 -0.2
C 2.659 -2.327 -3.447 -0.4 0.0 1.6
C 2.770 -2.282 -4.816 1.8 0.7 -0.9
C 3.979 -1.745 -5.341 -0.9 -0.2 0.8
O 4.186 -1.377 -6.621 -0.4 0.1 -1.5
C 3.106 -0.956 -7.500 0.4 0.0 0.5
C 5.067 -1.540 -4.481 -0.3 0.4 -0.8
C 4.883 -1.499 -3.124 0.3 -0.5 1.2
C 2.677 -2.347 -0.174 0.5 -0.4 -0.9
N 1.608 -1.979 0.643 0.0 -1.2 0.5
C 1.266 -3.140 1.414 1.3 0.8 -0.7
C 0.086 -3.123 2.269 -0.9 0.2 -0.6
C 0.007 -3.636 3.664 0.9 -0.2 -0.6
C 0.968 -4.504 4.263 -0.1 0.2 -0.5
C 0.831 -4.904 5.574 0.1 -0.2 0.7
C -0.193 -4.442 6.425 -0.1 0.2 -1.2
O -0.169 -4.862 7.711 -0.8 0.0 0.8
C -1.313 -4.624 8.579 0.0 -0.4 -0.9
C -1.124 -3.583 5.849 -0.4 0.1 0.7
C -0.978 -3.168 4.526 -0.8 0.3 0.1
C -1.080 -2.641 1.576 1.0 0.9 0.9
C -2.401 -3.106 1.702 -0.8 0.4 -0.1
C -3.196 -2.383 0.828 1.3 -0.2 -0.2
C -2.363 -1.426 0.169 -0.7 -0.6 -0.8
N -1.063 -1.547 0.646 -0.2 -0.7 0.6
C 2.153 -4.161 1.055 -0.9 0.5 1.0
C 3.032 -3.675 0.088 0.1 0.4 -0.6
N 2.064 0.564 -0.363 0.6 -0.1 -1.0
C 1.203 4.287 -0.891 0.1 0.6 -0.5
C 0.772 4.962 -2.036 -0.3 -0.7 -0.7
C 0.914 6.328 -2.245 0.2 0.4 0.5
C 1.467 7.134 -1.244 0.1 -1.0 0.1
O 1.644 8.470 -1.369 -0.6 0.9 -1.1
C 1.135 9.123 -2.598 0.6 0.0 1.3
C 1.909 6.497 -0.056 -0.2 0.5 -0.5
C 1.807 5.120 0.078 -0.1 -0.6 0.6
H -9.060 -1.228 -4.942 0.4 0.1 0.0
H -7.367 -1.703 -5.251 0.1 0.1 0.0
H -7.838 0.061 -5.114 0.2 -0.5 0.1
H -5.523 -0.612 -4.651 0.0 0.2 0.5
H -3.417 -0.090 -3.489 -0.6 -0.6 0.4
H -5.310 -0.827 0.312 0.3 0.0 -0.3
H -7.430 -1.021 -0.795 0.0 0.0 -0.1
H -3.460 2.059 -1.809 0.2 -0.1 0.1
H -1.487 3.876 -1.586 -0.2 -0.3 0.0
H 3.893 3.117 -1.462 0.0 -0.1 0.1
H 5.204 0.734 -1.424 -0.1 0.1 -0.2
H 1.731 -2.715 -3.032 0.1 0.2 0.1
H 1.986 -2.622 -5.482 -0.1 0.1 0.2
H 3.569 -0.767 -8.481 -0.1 -0.3 0.5
H 2.645 -0.010 -7.178 0.3 -0.3 0.3
H 2.310 -1.699 -7.588 0.2 -0.1 0.0
H 6.023 -1.279 -4.926 -0.1 0.0 0.0
H 5.771 -1.276 -2.489 -1.0 0.0 -0.4
H 1.853 -4.868 3.720 -0.6 0.2 0.0
H 1.519 -5.626 5.997 0.2 0.1 0.0
H -2.272 -4.869 8.080 0.5 0.2 0.0
H -1.351 -3.605 8.967 0.2 0.0 -0.2
H -1.208 -5.321 9.406 0.2 0.0 0.0
H -1.978 -3.233 6.455 0.6 0.0 -0.5
H -1.662 -2.395 4.170 0.1 -0.4 0.0
H -2.727 -3.936 2.317 0.2 0.2 0.0
H -4.216 -2.556 0.586 -0.4 -0.2 0.0
H 2.099 -5.154 1.459 0.1 -0.2 0.0
H 3.865 -4.212 -0.363 -0.3 0.2 0.0
H 0.309 4.364 -2.837 0.4 0.3 0.4
H 0.631 6.786 -3.182 -0.2 -0.2 0.0
H 1.330 10.197 -2.462 0.1 -0.5 0.1
H 0.051 9.015 -2.694 0.1 -0.3 0.0
H 1.676 8.768 -3.480 -0.2 -0.1 0.1
H 2.308 7.106 0.761 0.0 -0.2 -0.4
H 2.171 4.678 1.017 -0.1 0.1 -0.5
Br 1.392 -0.548 5.125 0.4 -0.2 0.0
C 3.099 -1.363 4.683 0.4 0.1 -0.2
Br 3.873 -0.812 2.956 -0.3 0.0 0.7
H 2.977 -2.439 4.600 -0.3 0.1 0.1
H 3.785 -1.104 5.494 -0.1 0.0 -0.4
I -3.483 2.392 3.588 0.8 -0.3 -0.1
C -1.416 2.129 3.243 1.6 0.4 -0.1
C -0.518 3.230 3.300 -0.2 -0.8 0.1
C 0.873 3.025 3.126 -0.3 0.5 0.1
C 1.319 1.833 2.584 -1.4 -0.3 -0.2
N 0.390 0.869 2.298 0.5 -0.5 0.9
C -0.846 0.903 2.845 -0.5 1.6 -0.6
H -0.937 4.210 3.518 0.3 -0.1 0.1
H 1.613 3.810 3.350 -0.6 -0.4 -0.2
H 2.364 1.588 2.372 -0.5 0.3 -0.2
H -1.447 0.008 2.870 0.1 -0.3 -0.5
```
Forces are in eV/Å.